82
Properties=species:S:1:pos:R:3:mulliken_charge:R:1 method="wB97M-V/def2-TZVPD" homo_ev="-0.09 / -2.21" relative_energy_ev=0.758 orbital_gap_ev="4.0 / 6.1" total_charge=-2 e_lumo_ev="3.936 / 3.934" total_energy_ha=-3409.5513 multiplicity=2
K -0.178 -1.285 -0.255 1.075
N -1.677 1.430 1.744 0.187
C -1.521 2.314 2.895 -1.025
C -0.207 3.079 2.792 -0.007
C 1.021 2.203 3.067 0.228
C 2.275 2.666 2.336 -0.908
N 2.115 2.597 0.874 -0.279
H -2.577 0.954 1.766 0.153
H -1.005 0.669 1.782 -0.330
H -1.565 1.778 3.858 0.291
H -2.348 3.028 2.893 0.570
H -0.217 3.938 3.474 0.457
H -0.144 3.479 1.776 -0.191
H 0.822 1.175 2.751 -0.647
H 1.223 2.167 4.142 0.482
H 3.121 2.056 2.666 0.391
H 2.493 3.700 2.631 0.407
H 1.391 1.920 0.650 -0.184
H 2.946 2.208 0.447 0.384
O -1.529 -0.429 -1.931 -0.710
N -2.296 -1.493 -1.788 0.157
C -3.483 -1.359 -1.135 0.081
C -4.315 -2.415 -0.894 -0.819
C -3.912 -3.685 -1.317 -0.205
C -2.721 -3.825 -1.984 -0.777
C -1.875 -2.725 -2.281 0.297
S -0.437 -2.862 -3.185 -0.447
H -3.695 -0.357 -0.795 0.293
H -5.229 -2.243 -0.343 0.427
H -4.528 -4.553 -1.111 0.340
H -2.372 -4.789 -2.324 0.382
S 7.368 -3.300 0.129 -0.126
N 6.180 -3.315 1.296 -0.851
C 5.207 -2.526 0.812 0.994
C 3.966 -2.241 1.480 0.419
C 3.622 -2.832 2.712 -0.919
C 2.434 -2.517 3.309 -1.046
C 1.604 -1.572 2.677 -0.031
N 1.886 -1.005 1.527 0.177
C 3.034 -1.354 0.892 -0.161
C 3.287 -0.807 -0.424 -0.169
N 2.334 -0.016 -0.989 -0.031
C 2.523 0.418 -2.218 -0.297
C 3.679 0.136 -2.971 -0.959
C 4.660 -0.626 -2.403 -0.804
C 4.488 -1.126 -1.098 0.175
C 5.472 -1.962 -0.463 1.010
N 6.656 -2.301 -0.997 -0.861
H 4.315 -3.538 3.154 0.448
H 2.128 -2.972 4.243 0.436
H 0.670 -1.274 3.146 0.325
H 1.721 1.008 -2.657 0.401
H 3.767 0.508 -3.985 0.378
H 5.569 -0.879 -2.936 0.478
N -0.401 2.387 -1.424 -0.252
C -1.056 3.532 -1.034 0.542
C -2.455 3.598 -1.040 -0.402
C -3.106 4.770 -0.699 -0.436
C -2.393 5.911 -0.333 -0.571
C -1.004 5.843 -0.312 -0.404
C -0.341 4.676 -0.659 -0.245
H 0.551 2.278 -1.114 -0.041
H -0.910 1.514 -1.481 0.134
H -3.017 2.705 -1.294 0.336
H -4.191 4.790 -0.704 0.346
H -2.909 6.823 -0.058 0.371
H -0.425 6.711 -0.014 0.345
H 0.742 4.624 -0.610 0.330
C -1.392 -4.926 3.006 -0.984
N -2.191 -3.736 2.769 0.396
C -3.409 -3.556 3.357 -0.111
C -4.138 -2.451 3.147 -1.035
C -3.596 -1.400 2.278 0.610
O -4.230 -0.346 2.103 -0.836
N -2.389 -1.626 1.682 0.330
C -1.699 -2.763 1.871 -0.178
O -0.628 -3.022 1.297 -0.892
H -2.040 -5.721 3.377 0.370
H -0.601 -4.741 3.736 0.241
H -0.920 -5.235 2.078 0.291
H -3.749 -4.370 3.985 0.289
H -5.112 -2.318 3.593 0.389